C55H111N7O14 | wB97M-V/def2-TZVPD

The geometry in XYZ format:
```
187
Properties=species:S:1:pos:R:3:forces:R:3:lowdin_charge:R:1
C 6.07352 -0.20537 2.88516 -1.752 0.985 0.446 -0.17
C 6.64722 0.74828 3.90714 1.232 -0.231 2.422 -0.20
C 7.92709 1.05967 3.18688 -0.191 0.845 -0.126 -0.23
O 7.43617 1.36629 1.91292 0.166 0.383 -2.534 -0.14
C 6.16062 0.75639 1.68815 1.037 -1.583 1.063 -0.18
H 5.02631 -0.48844 2.99159 -0.054 -0.102 0.450 0.10
H 6.67564 -1.11374 2.86482 0.095 0.132 -0.523 0.11
H 6.94484 0.38650 4.89133 -0.349 -0.806 0.130 0.11
H 6.10209 1.65325 4.17539 -0.444 -0.002 -0.733 0.12
H 8.58665 0.19190 3.19445 0.161 -0.239 -0.153 0.12
H 8.51563 1.92937 3.47903 -0.171 -0.013 0.432 0.13
H 6.09176 0.12391 0.80309 0.308 0.690 -0.586 0.11
H 5.37979 1.51356 1.75949 -0.125 -0.087 -0.263 0.12
C -4.36296 -2.57652 3.45375 -0.408 -0.291 2.243 -0.11
C -4.43812 -1.17650 4.14182 1.102 -0.098 -0.871 -0.18
C -4.06266 -1.41074 5.59405 -0.919 -0.004 -0.349 -0.18
O -4.50833 -2.75877 5.83109 0.578 0.629 2.384 -0.12
C -4.89047 -3.46439 4.73646 0.467 0.624 -4.649 -0.22
H -3.38799 -3.01469 3.24039 0.310 0.757 -0.144 0.07
H -4.97150 -2.56014 2.54959 -0.171 -0.440 0.174 0.09
H -5.43822 -0.76052 4.01985 -0.063 -0.094 0.143 0.11
H -3.73722 -0.48614 3.67253 -0.034 0.211 -0.041 0.10
H -4.51494 -0.73272 6.31781 -0.939 -0.129 -0.151 0.11
H -3.02785 -1.16841 5.83602 0.657 -1.141 -0.451 0.11
H -5.94283 -3.56187 4.46977 -0.577 0.010 1.201 0.10
H -4.42341 -4.44555 4.65114 0.055 -0.009 0.481 0.11
C -5.78116 0.95797 1.10637 0.792 2.150 -0.317 -0.12
C -7.15001 1.54360 0.72847 -0.419 -1.356 0.184 -0.18
C -7.58255 2.05297 2.08213 -0.756 1.314 -0.307 -0.21
O -6.40909 2.50638 2.77828 -1.423 0.161 -0.313 -0.13
C -5.29659 2.19073 1.98342 0.475 -1.958 0.976 -0.21
H -5.08929 0.82216 0.27512 -0.146 -0.221 -0.134 0.09
H -5.89407 0.03051 1.66777 0.146 0.190 0.186 0.10
H -7.88450 0.78698 0.45250 0.163 -0.226 -0.287 0.11
H -7.17679 2.26747 -0.08602 0.450 0.176 0.275 0.10
H -8.15754 1.29590 2.61536 0.510 -0.246 0.453 0.12
H -8.28678 2.87480 1.95265 0.054 0.325 0.179 0.12
H -4.56629 1.97628 2.76366 0.606 -0.492 -0.385 0.09
H -4.87956 3.03136 1.42887 -0.420 0.135 -0.554 0.11
C -3.05257 -6.51118 -2.77470 -0.536 0.309 -0.005 -0.14
C -4.08212 -5.35689 -2.91096 1.184 1.436 -0.718 -0.14
C -3.15583 -4.11249 -3.15242 -0.846 -1.002 1.163 -0.22
O -1.97778 -4.62106 -3.71796 0.763 0.700 -1.024 -0.15
C -1.68440 -5.90473 -3.25049 -1.495 -1.165 1.082 -0.20
H -3.44972 -7.35133 -3.34436 0.524 -0.080 -0.193 0.10
H -2.92145 -6.87029 -1.75395 -0.303 0.145 0.084 0.10
H -4.69245 -5.13590 -2.03531 -0.184 -0.430 -0.190 0.11
H -4.65393 -5.36863 -3.83887 -0.418 -0.846 0.302 0.10
H -3.04468 -3.69431 -2.15199 0.820 0.413 0.181 0.10
H -3.57664 -3.32610 -3.77900 0.085 -0.240 -0.210 0.11
H -1.04278 -5.87037 -2.37001 0.304 0.195 0.024 0.10
H -1.22964 -6.58740 -3.96830 0.153 0.645 -0.461 0.12
C -0.68810 -0.32242 0.17821 -2.062 -0.221 0.017 -0.18
C -0.99024 -0.45990 -1.31790 -1.071 1.131 0.188 -0.15
C 0.32914 0.00439 -1.93720 0.016 -2.105 0.864 -0.18
O 1.28947 -0.19660 -0.87910 1.563 1.162 0.346 -0.15
C 0.69408 -0.82359 0.27565 -0.117 -0.216 -1.220 -0.19
H -1.38257 -0.81148 0.86130 -0.149 -0.440 -0.227 0.11
H -0.85035 0.73272 0.39833 0.812 0.221 0.331 0.11
H -1.75843 0.26460 -1.58821 -0.299 -0.093 -0.078 0.10
H -1.38765 -1.43342 -1.60498 0.524 -0.197 -0.091 0.10
H 0.30047 1.01914 -2.33413 0.243 0.096 0.325 0.11
H 0.61756 -0.69971 -2.71769 0.083 0.341 -0.420 0.07
H 1.10808 -0.70271 1.27670 0.862 0.763 -0.440 0.12
H 0.77109 -1.88592 0.04408 -0.429 -0.406 0.404 0.10
C 4.90422 -5.61148 0.84300 -0.300 1.698 -0.861 -0.16
C 4.26964 -6.38254 1.93515 0.102 -2.704 0.452 -0.19
C 3.15226 -5.54290 2.59460 2.794 -0.174 -0.827 -0.15
O 3.39042 -4.27241 1.96663 -1.919 0.975 0.097 -0.17
C 4.64467 -4.18976 1.35933 1.498 -0.631 -0.512 -0.22
H 4.37136 -5.60947 -0.10787 -0.108 -0.700 -0.089 0.11
H 5.93905 -5.89950 0.65785 -0.017 0.271 0.106 0.12
H 5.05377 -6.69253 2.62590 -0.031 0.439 0.498 0.11
H 3.98734 -7.36121 1.54708 -0.721 -0.020 0.047 0.11
H 3.43511 -5.42341 3.64046 -0.737 -0.202 0.245 0.12
H 2.16837 -5.97406 2.40978 -0.081 0.554 0.119 0.12
H 5.44617 -3.91319 2.04432 -0.078 0.232 0.529 0.11
H 4.66210 -3.46497 0.54540 -0.444 0.146 0.142 0.11
C 2.41259 -0.43604 5.84311 -0.262 0.223 2.632 -0.19
C 1.80900 0.01432 4.56872 -1.053 0.580 -0.728 -0.19
C 1.78969 1.56013 4.73820 0.479 -1.592 -0.331 -0.19
O 3.05671 1.81862 5.34834 -0.225 -0.153 -0.410 -0.15
C 3.31045 0.73052 6.29237 0.051 0.958 -0.887 -0.16
H 2.80881 -1.43882 6.00292 0.524 0.098 -0.819 0.11
H 1.63729 -0.43198 6.60927 -0.509 -0.063 -0.073 0.11
H 0.77541 -0.32400 4.49581 0.006 -0.275 -0.307 0.10
H 2.36802 -0.31273 3.69201 0.032 0.214 -0.100 0.10
H 0.93392 1.85303 5.34645 0.037 0.024 0.570 0.11
H 1.60847 2.04049 3.77668 0.773 0.370 0.014 0.12
H 3.03156 1.18927 7.24099 0.129 -0.658 0.390 0.12
H 4.37167 0.48258 6.27141 0.033 0.258 -0.039 0.11
C -1.99167 5.09798 4.95273 -1.237 -1.018 -0.505 -0.16
C -2.64080 4.25246 3.81421 -0.963 -0.822 1.597 -0.19
C -1.66523 4.31262 2.63997 -1.216 1.810 2.790 -0.19
O -0.48512 4.81246 3.30283 2.036 -0.363 -0.825 -0.17
C -0.51738 4.91871 4.75826 -0.656 0.036 -1.431 -0.17
H -2.39052 4.82703 5.93027 0.028 0.163 -0.002 0.11
H -2.35104 6.07503 4.62973 0.648 0.530 0.745 0.12
H -3.66653 4.61399 3.74158 0.055 0.307 -0.886 0.11
H -2.83777 3.21713 4.09240 0.475 -0.267 0.323 0.09
H -2.00326 5.14718 2.02569 0.264 -0.533 -0.852 0.12
H -1.67750 3.30896 2.21499 0.945 0.260 -0.510 0.11
H 0.04661 5.78111 5.11362 0.108 0.210 -0.621 0.12
H -0.01079 4.06067 5.20011 -0.521 -0.375 0.135 0.10
C 5.77105 7.43608 -1.16989 -0.726 -0.231 -1.221 0.00
C 6.01013 5.97832 -1.19845 2.120 1.798 0.654 -0.62
O 7.17791 5.72789 -0.94324 0.345 -1.886 0.215 0.02
N 5.08149 5.08749 -1.46818 -1.616 -2.196 -0.601 0.03
C 3.66745 5.23954 -1.85765 0.309 0.048 1.210 -0.06
H 5.94400 7.73277 -0.13540 -0.490 0.430 -0.259 0.10
H 4.81956 7.63261 -1.66400 -0.124 0.904 0.558 0.07
H 6.59979 7.75195 -1.80353 -0.240 0.699 0.188 0.09
H 5.37615 4.15327 -1.22218 0.072 -0.052 -0.319 0.14
H 3.23102 5.96523 -1.17136 -0.311 0.284 -0.479 0.08
H 3.13792 4.31373 -1.63278 0.235 -0.135 0.024 0.07
H 3.46650 5.44980 -2.90813 0.376 0.336 0.040 0.08
C 3.09997 1.85230 -4.13832 0.242 1.495 -0.391 0.01
C 2.99620 0.55948 -4.86607 3.461 1.029 0.697 -0.56
O 1.94351 0.03185 -4.95245 -3.186 -1.980 -0.814 0.05
N 4.16061 0.04284 -5.38150 -0.551 0.749 1.128 0.01
C 4.20365 -1.14913 -6.15419 -0.333 -0.815 -0.653 -0.08
H 2.48249 2.57033 -4.67799 -0.375 -0.095 -0.153 0.08
H 4.07212 2.33956 -4.21328 0.255 -0.342 0.554 0.08
H 2.67309 1.83160 -3.13560 0.361 -0.323 0.047 0.08
H 5.05179 0.40741 -5.07654 -0.364 0.259 -0.050 0.14
H 4.39078 -0.84259 -7.18333 0.346 -0.614 -0.159 0.09
H 3.26120 -1.69664 -6.14363 -0.197 0.411 0.139 0.07
H 4.91456 -1.87079 -5.75180 0.364 0.223 -0.277 0.09
C 2.68524 -2.80968 -2.51631 0.380 1.284 0.079 0.00
C 2.74482 -4.00276 -3.37696 0.650 -3.186 -0.699 -0.54
O 3.43310 -4.99687 -3.08337 -0.349 1.230 0.133 0.00
N 1.98369 -4.13097 -4.51630 -1.024 2.863 0.017 0.05
C 1.01343 -3.04659 -4.97550 -0.191 -0.800 0.795 -0.06
H 2.92796 -1.90894 -3.08011 -0.525 0.185 -0.270 0.08
H 3.46813 -2.78482 -1.75830 -0.260 -0.710 0.134 0.09
H 1.69565 -2.71100 -2.07014 0.063 0.166 0.052 0.08
H 2.07458 -5.04643 -4.93318 -0.253 0.249 -0.179 0.13
H 1.09285 -2.59514 -5.96444 0.922 -0.481 -0.193 0.07
H 1.04545 -2.19889 -4.29105 0.489 -0.237 0.026 0.03
H -0.03372 -3.34493 -4.92473 0.064 -0.705 0.166 0.05
C 0.74467 -3.57896 3.87642 2.361 -0.066 1.645 -0.01
C -0.19784 -4.18037 2.94202 -0.603 0.591 0.453 -0.61
O -1.25867 -4.57243 3.35632 -1.816 -0.502 0.049 0.06
N 0.14721 -4.20738 1.65294 0.737 -0.627 -0.797 0.01
C -0.80266 -4.51111 0.59606 0.774 0.218 0.415 -0.06
H 0.39134 -2.86291 4.61839 -0.696 0.292 -0.674 0.09
H 1.68124 -3.22419 3.44623 -0.122 0.153 -0.169 0.07
H 1.02993 -4.37477 4.56448 0.212 -0.370 -0.011 0.09
H 1.13647 -4.27416 1.46058 0.025 0.440 -0.184 0.10
H -1.64706 -3.86227 0.82865 -0.203 -0.063 -0.764 0.09
H -1.14312 -5.54187 0.49738 0.058 -0.145 0.414 0.08
H -0.21371 -4.27975 -0.29146 -0.749 0.305 -0.435 0.07
C -1.77042 -0.94437 -5.05861 -0.692 -1.607 -0.541 0.01
C -1.97814 0.52208 -4.98321 3.174 -3.159 -1.199 -0.64
O -3.03121 1.01191 -4.92680 -5.127 2.810 0.541 0.10
N -0.81118 1.11295 -5.08260 0.165 -0.334 -0.122 0.02
C -0.68572 2.50577 -5.19490 1.466 1.599 0.916 -0.07
H -1.34172 -1.31594 -5.98934 0.722 0.652 -0.149 0.10
H -2.73556 -1.43627 -5.17964 -0.083 -0.192 1.230 0.08
H -1.10093 -1.22036 -4.24392 -0.509 -0.697 0.140 0.07
H -0.08120 0.41803 -5.01681 1.022 1.142 -0.275 0.09
H -0.25208 2.86689 -4.26235 0.328 0.431 0.125 0.07
H -1.61361 3.07372 -5.26247 -0.222 -0.702 -0.418 0.09
H 0.00544 2.78330 -5.99075 -0.176 0.070 -0.153 0.09
C -6.37333 -0.45740 -3.96117 -0.066 0.338 -1.056 0.01
C -6.40590 0.94139 -3.36587 1.164 -2.214 -0.198 -0.60
O -7.43514 1.44449 -3.08240 -3.270 1.923 0.683 0.07
N -5.22180 1.44566 -3.01453 0.599 -2.195 -0.820 0.01
C -5.05585 2.62311 -2.31082 0.930 2.732 0.401 -0.10
H -7.23859 -0.64535 -4.59685 -0.371 0.283 0.432 0.08
H -6.39215 -1.17415 -3.14018 0.400 -0.128 -0.203 0.08
H -5.56797 -0.54579 -4.69033 0.607 -0.399 0.540 0.06
H -4.43448 0.91127 -3.35315 0.232 0.525 0.000 0.10
H -4.21170 2.58521 -1.62230 -0.235 -0.320 0.460 0.08
H -5.95488 3.02958 -1.84754 -0.046 -0.702 0.200 0.08
H -4.75785 3.43908 -2.96922 0.058 0.257 -0.420 0.08
N -0.21889 6.86090 -0.37837 -0.108 -1.395 -0.136 0.05
C -0.24653 5.47461 -0.35146 -1.076 2.767 -0.977 -0.12
C -0.94081 4.79567 -1.34890 1.102 -0.477 1.753 -0.10
C -1.59888 5.47489 -2.33967 -0.578 0.590 -0.854 -0.11
C -1.59206 6.86683 -2.41193 0.741 -0.561 2.019 -0.04
C -0.86775 7.51049 -1.34829 -0.157 -1.093 -1.060 -0.15
H 0.17411 5.03197 0.53935 0.238 -0.208 -0.140 0.09
H -0.98137 3.72215 -1.23795 -0.153 -0.211 -0.370 0.09
H -2.16710 4.88087 -3.04014 -0.110 0.090 -0.262 0.09
H -2.21792 7.37334 -3.13176 0.292 0.266 -0.034 0.10
H -0.77116 8.58595 -1.32677 -0.140 0.171 0.063 0.09
```
Forces are in eV/Å.

E_tot (eV): -97923.681
Orbital gap (eV): 9.281
Lowest unoccupied orbital energy (eV): 0.1
HOMO energy (eV): -9.184